Molecular formula: C40H58F18O20
Method: DFT, ωB97M-V/def2-TZVPD

```
136
Properties=species:S:1:pos:R:3:lowdin_spin:R:1
C -5.69253 -5.40216 2.16623 0.00
O -5.88635 -4.20037 1.36183 0.00
C -5.19823 -4.31495 0.09947 0.00
C -5.11911 -2.87383 -0.48871 0.00
O -4.04618 -2.00970 -0.07865 0.00
C -3.87435 -1.78281 1.32187 0.00
H -4.66536 -5.52887 2.50823 0.00
H -5.94595 -6.27788 1.56873 0.00
H -6.41498 -5.43135 2.98189 0.00
H -5.76798 -4.89907 -0.62323 0.00
H -4.18453 -4.63200 0.34439 0.00
H -6.01669 -2.26808 -0.36417 0.00
H -4.93744 -2.98468 -1.55774 0.00
H -3.17797 -0.99578 1.61123 0.00
H -3.48737 -2.67862 1.80754 0.00
H -4.85150 -1.63604 1.78200 0.00
O -3.29056 -6.34568 -2.59430 0.00
C -2.62145 -5.51869 -3.26428 0.00
O -2.24343 -5.76162 -4.57822 0.00
C -1.51307 -4.59345 -5.12587 0.00
C -1.63726 -3.41575 -4.09583 0.00
C -1.97965 -4.23289 -2.82366 0.00
H -1.84641 -4.45292 -6.15409 0.00
H -0.46771 -4.89941 -5.08444 0.00
H -2.45915 -2.78807 -4.44024 0.00
H -0.73760 -2.80177 -4.05414 0.00
H -2.55435 -3.67845 -2.08175 0.00
H -1.04249 -4.47281 -2.32139 0.00
O 3.23115 -1.19819 2.23832 0.00
C 4.26634 -0.57828 2.42229 0.00
O 4.46944 -0.11133 3.63693 0.00
C 5.75315 0.35241 3.77958 0.00
C 6.08581 0.72245 2.30516 0.00
C 5.25054 -0.09339 1.41185 0.00
H 6.38940 -0.40634 4.23520 0.00
H 5.81695 1.08342 4.58559 0.00
H 7.16709 0.72302 2.16759 0.00
H 5.79377 1.74808 2.07955 0.00
H 5.83351 -0.93452 1.03671 0.00
H 4.76663 0.36437 0.54906 0.00
O 4.89095 -4.83889 -3.25403 0.00
C 4.57519 -4.93404 -2.03999 0.00
O 5.03528 -4.16702 -1.10479 0.00
C 4.68986 -4.60150 0.19059 0.00
C 3.98904 -5.91628 0.02960 0.00
C 3.58383 -5.92854 -1.49051 0.00
H 4.16592 -3.83434 0.76072 0.00
H 5.42753 -4.94145 0.91748 0.00
H 3.12416 -6.01677 0.68534 0.00
H 4.57913 -6.75841 0.39114 0.00
H 2.62913 -5.40687 -1.55771 0.00
H 3.63340 -6.92574 -1.92782 0.00
C 1.52020 1.88782 0.91151 0.00
C 0.34187 0.89197 0.94009 0.00
O 0.97169 -0.16482 0.20436 0.00
C 0.22142 -1.23263 -0.06500 0.00
O -0.99938 -1.26396 0.14518 0.00
C 1.04143 -2.35442 -0.79106 0.00
F 0.68407 -3.50465 -0.28640 0.00
F 0.68438 -2.41626 -2.11412 0.00
F 2.38105 -2.20051 -0.66060 0.00
H 1.59063 2.47209 -0.00597 0.01
H 2.47149 1.47813 1.25105 0.00
H 1.34652 2.59925 1.71885 0.00
H -0.47287 1.20929 0.28924 0.00
H -0.09771 0.67847 1.91440 0.00
C -0.61112 -1.70417 9.09263 0.00
C -1.41941 -1.03099 7.95404 0.00
O -0.74710 -0.83290 6.73397 0.00
C 0.10464 0.25200 6.70483 0.00
O 0.48191 0.95740 7.70462 0.00
C 0.63788 0.70279 5.32783 0.00
F -0.22187 0.44545 4.31203 0.00
F 0.92580 2.00528 5.43336 0.00
F 1.74532 -0.04206 5.02907 0.00
H 0.17277 -0.96053 9.23623 0.00
H -0.17994 -2.69128 8.92594 0.00
H -1.32148 -1.75601 9.91774 0.00
H -1.80994 -0.06139 8.26301 0.00
H -2.30943 -1.61158 7.71140 0.00
C -2.94916 0.14120 -1.86595 0.00
C -4.51057 0.30669 -2.12078 0.00
O -4.72352 1.57705 -2.70334 0.00
C -4.73943 1.72187 -4.07843 0.00
O -4.67712 0.81748 -4.88753 0.00
C -5.30593 3.07713 -4.54726 0.00
F -6.47197 2.84349 -5.14588 0.00
F -5.45273 3.85203 -3.50587 0.00
F -4.50767 3.74906 -5.43221 0.00
H -2.64082 0.56772 -0.91144 0.00
H -2.27970 0.71325 -2.50836 0.00
H -2.73099 -0.92489 -1.80297 0.00
H -4.99083 0.41280 -1.14805 0.00
H -4.89513 -0.56461 -2.65091 0.00
C 3.03072 0.72778 -2.51384 0.00
C 4.00364 1.84232 -3.00032 0.00
O 5.03738 2.21389 -2.09228 0.00
C 4.94469 3.28184 -1.21175 0.02
O 3.82129 3.68290 -0.81449 0.01
C 6.32414 3.87332 -0.71309 0.00
F 7.38599 3.28212 -1.34141 0.00
F 6.47108 5.17953 -1.04351 0.00
F 6.41882 3.78128 0.62031 0.00
H 2.69251 0.75891 -1.47810 0.00
H 3.26649 -0.33341 -2.59380 0.00
H 2.12843 0.86382 -3.11005 0.00
H 3.50805 2.77463 -3.27105 0.00
H 4.55722 1.41526 -3.83654 0.00
C -4.58411 3.15742 0.83593 0.00
C -3.97228 4.49071 0.44257 0.00
O -2.87474 4.85753 1.23995 0.00
C -1.68915 4.30816 1.06688 0.01
O -1.53214 3.30785 0.31837 0.01
C -0.56936 4.85513 1.86039 0.00
F -0.88229 5.97444 2.45099 0.00
F -0.37137 3.89262 2.77529 0.00
F 0.55913 4.91808 1.11599 0.00
H -3.80996 2.39014 0.82700 0.00
H -5.34040 2.90427 0.09294 0.00
H -5.13157 3.24094 1.77477 0.00
H -4.71620 5.28573 0.49395 0.00
H -3.61847 4.41622 -0.58571 0.00
C 2.03180 6.98927 -3.60053 0.01
C 2.32665 5.90177 -2.60322 0.01
O 1.49030 4.75940 -3.07101 0.08
C 0.27180 4.44425 -2.34366 0.39
O -0.34251 5.27700 -1.62546 0.28
C -0.37418 3.09247 -2.73937 0.06
F -0.04975 2.13972 -1.89092 0.03
F -1.68888 3.16047 -2.72636 0.01
F 0.06919 2.82536 -3.93575 0.02
H 1.91529 6.48393 -4.55926 0.00
H 2.81469 7.69977 -3.86581 0.00
H 1.10148 7.53228 -3.43402 0.00
H 2.24040 6.06521 -1.52900 0.00
H 3.39188 5.71910 -2.74471 0.00
```

Its expectation value of S² is 0.75. Its total energy is -4861.2420 Ha. As for the HOMO-LUMO gap (spin up / spin down): 2.2 / 7.0 eV. As for the spin multiplicity: 2. For the HOMO energy (spin up / spin down), the calculation gives -0.39 / -5.14 eV. Its total charge is -1.


Molecular formula: C17H22Cl3F3N4O3RuSSi
Method: DFT, ωB97M-V/def2-TZVPD

```
55
Properties=species:S:1:pos:R:3:lowdin_spin:R:1
Ru 0.21904 1.08403 0.18916 0.86
C 0.43554 -0.95831 -3.62280 0.00
C 1.65505 -0.52377 -4.12112 0.00
C 2.36136 0.43485 -3.41876 0.00
C 1.84821 0.92287 -2.22691 0.00
N 0.69683 0.44657 -1.71613 0.01
C -0.00683 -0.45346 -2.41904 0.00
C 2.42638 2.06648 -1.49579 0.00
C 3.56035 2.75330 -1.88814 0.00
C 3.91380 3.90388 -1.20195 0.00
C 3.11532 4.34159 -0.16107 0.00
C 2.00950 3.59211 0.19506 0.00
N 1.68412 2.46763 -0.44761 0.00
H -0.17033 -1.67568 -4.15668 0.00
H 2.04003 -0.90916 -5.05515 0.00
H 3.29364 0.81692 -3.80603 0.00
H -0.94411 -0.75872 -1.97775 0.00
H 4.15851 2.40898 -2.71826 0.00
H 4.79859 4.45594 -1.48803 0.00
H 3.34451 5.24565 0.38381 0.00
H 1.38121 3.86965 1.02647 0.00
F 3.37535 2.41525 3.00665 0.00
C 3.03808 1.16453 2.70412 0.00
F 3.71059 0.32300 3.46733 0.00
F 3.36627 0.94037 1.41925 0.00
S 1.22970 0.90611 2.92405 0.00
O 0.94386 1.11027 4.29613 0.01
O 1.00063 -0.40633 2.33241 0.00
O 0.64434 1.93816 1.97944 0.05
Cl -2.64264 2.61981 1.34426 0.00
Si -1.46528 2.49383 -0.34629 -0.02
Cl -0.98035 4.40478 -0.90020 -0.01
Cl -2.69357 1.80012 -1.85219 -0.01
C -2.81480 -4.54069 0.64971 0.00
C -2.12125 -3.65560 1.67378 0.00
N -2.17222 -2.22724 1.32670 0.03
C -3.42553 -1.52184 1.63799 0.00
C -4.29934 -1.24096 0.42066 0.00
C -1.14604 -1.59038 0.77744 0.02
C 0.10855 -2.34771 0.47158 0.00
N -1.22601 -0.30837 0.45881 0.03
H -2.72289 -5.58577 0.94402 0.00
H -2.36867 -4.42389 -0.33908 0.00
H -3.87663 -4.30896 0.57488 0.00
H -1.08564 -3.95427 1.80295 0.00
H -2.59503 -3.75917 2.64963 0.00
H -3.18346 -0.59857 2.17124 0.00
H -3.96371 -2.14946 2.34513 0.00
H -3.80937 -0.59029 -0.30486 0.00
H -5.21552 -0.74586 0.74079 0.00
H -4.57194 -2.16512 -0.08676 0.00
H 0.59559 -2.66539 1.39102 0.00
H 0.80731 -1.71281 -0.06455 0.00
H -0.11656 -3.22493 -0.13539 0.00
H -2.14450 0.07606 0.64610 0.00
```

Its expectation value of S² is 0.76. Its total energy is -3568.5393 Ha. As for the HOMO-LUMO gap (spin up / spin down): 8.2 / 8.2 eV. As for the spin multiplicity: 2. For the HOMO energy (spin up / spin down), the calculation gives -12.07 / -12.31 eV. The energy above the lowest of the compared OMol25 structures with the same formula, charge and spin is 0.0 kJ/mol. Its total charge is +1.


Molecular formula: C4H5NOS
Method: DFT, ωB97M-V/def2-TZVPD

```
12
Properties=species:S:1:pos:R:3:mulliken_charge:R:1
C -0.61587 -0.76869 -0.31341 -0.37
C 0.33484 -1.71525 -0.27541 0.18
O 1.54947 -1.47731 0.25748 -0.54
S 2.29800 0.28027 -0.07697 0.23
N 1.31010 1.56675 -0.22230 -0.35
C 0.05454 1.64644 0.01823 -0.06
C -0.79538 0.46716 0.48708 -0.67
H -1.54294 -1.09770 -0.76933 0.24
H 0.04383 -2.60982 -0.87676 0.30
H -0.45626 2.49578 -0.21251 0.43
H -1.82516 0.75544 0.43522 0.34
H -0.35518 0.45691 1.54869 0.27
```

Its total energy is -683.4855 Ha. As for the HOMO-LUMO gap: 8.3 eV. As for the SMILES: C1=COSN=CC1. For the HOMO energy, the calculation gives -8.57 eV. The energy above the lowest of the compared OMol25 structures with the same formula, charge and spin is 321.3 kJ/mol.


Molecular formula: C4H9N
Method: DFT, ωB97M-V/def2-TZVPD

```
14
Properties=species:S:1:pos:R:3:mulliken_charge:R:1
C -1.80489 0.29323 0.00965 -1.06
C -0.68176 -0.67707 -0.23294 -0.58
C 0.65624 -0.35935 0.38656 0.24
C 1.39067 0.85383 -0.09743 -0.56
N 1.92096 -0.54271 -0.34291 -0.64
H -2.25078 0.26448 1.05323 0.27
H -2.64807 0.07382 -0.65787 0.33
H -1.48561 1.28398 -0.19275 0.34
H -1.09312 -1.71175 0.02197 0.28
H -0.56421 -0.77949 -1.37219 0.26
H 0.77882 -0.66408 1.46287 0.32
H 2.03008 1.33198 0.62863 0.29
H 1.10851 1.37436 -1.03574 0.25
H 2.64318 -0.74123 0.36893 0.26
```

Its total energy is -212.5039 Ha. As for the HOMO-LUMO gap: 10.6 eV. As for the SMILES: CC[C@@H]1CN1. For the HOMO energy, the calculation gives -9.48 eV. The energy above the lowest of the compared OMol25 structures with the same formula, charge and spin is 124.0 kJ/mol.